[1]
DFT (ωB97M-V with the def2-TZVPD basis set) results for C25H22Cl8FeN2OSSi as an isolated structure.

Energy above the lowest of the compared OMol25 structures with the same formula, charge and spin = 59.0 kcal/mol
M = 766.09 g/mol
⟨S²⟩ = 0.8194
HOMO-LUMO gap (alpha / beta) = 6.6 / 6.4 eV
Highest occupied orbital energy (alpha / beta) = -10.910 / -10.910 eV
LUMO level (alpha / beta) = -0.1600 / -0.1666 hartree

Structure (ORCA input):
```
! wB97M-V def2-TZVPD RIJCOSX def2/J DEFGRID3
* xyz 1 2
C 0.57267 -0.91124 4.66013
C 2.41233 6.69767 2.13887
Cl 3.04057 -1.28840 5.69862
C -3.05684 -2.21918 -0.02943
Fe -0.38218 0.20523 0.51894
N -0.27382 4.42814 0.86545
H -4.35991 -0.18513 -2.19796
H 6.07958 5.53037 -0.63778
C 4.23786 6.19291 0.36496
H -2.59805 0.67116 1.60902
H -2.70403 -3.01067 -0.69634
Si -2.56700 -0.53014 -0.62066
C 0.67177 4.29572 -0.12692
C 0.30445 3.72502 4.48806
H -4.18261 0.60415 0.82998
C -1.34822 3.68738 6.24092
H 1.90741 7.18246 1.29601
Cl -2.01355 -0.55486 3.89188
C 3.76473 6.23203 1.71099
Cl -0.02218 -1.07888 6.25782
H -2.99935 0.87392 -2.61684
H 1.22941 5.13541 -0.51034
C -0.51674 5.67344 1.59801
O 1.67546 5.55782 2.58942
Cl 4.11150 -0.91538 2.75817
Cl 4.53766 5.61370 4.27508
S 6.10992 5.20401 1.77771
H -1.66954 6.45603 4.37518
H -2.67956 -2.41963 0.97621
H -2.73377 5.32506 6.27537
H -4.15191 -2.25432 -0.00580
C 4.68583 5.72600 2.57387
C -1.87778 4.87992 5.78275
C 1.94890 -0.99609 4.41537
C -3.26962 -0.13125 -2.28593
C -0.76454 3.20224 1.12618
H -1.57450 5.73268 1.84158
H 0.22332 6.85669 3.20804
H -2.95282 -0.84266 -3.05284
H 2.48802 7.42372 2.95366
C 2.43728 -0.84534 3.11528
C 0.15388 -0.51625 2.32366
C 1.50598 -0.62616 2.12285
H 3.67224 6.56453 -0.48341
C -1.27836 5.49570 4.70219
Cl 1.56509 2.80326 3.72109
C 5.48245 5.66256 0.25435
H -2.97078 1.77539 0.25689
C -0.30874 -0.67305 3.60544
C 0.72062 2.98246 -0.44117
C -0.26313 3.11651 5.60465
C -0.18046 4.95671 4.02997
C -3.11445 0.76393 0.64060
Cl -2.04695 2.90210 7.61129
Cl 1.96717 -0.42884 0.43248
H 0.15576 2.18845 5.97282
N -0.18570 2.29785 0.34532
H -1.50149 3.00126 1.89080
C 0.33520 5.81690 2.88468
H -0.25985 6.48473 0.92181
H 1.33860 2.48417 -1.17266
*
```

[2]
DFT (ωB97M-V with the def2-TZVPD basis set) results for C25H22CoF5N7S5 as an isolated structure.

Energy above the lowest of the compared OMol25 structures with the same formula, charge and spin = 2.5 kcal/mol
M = 734.76 g/mol
⟨S²⟩ = 0.7682
HOMO-LUMO gap (alpha / beta) = 6.8 / 7.0 eV
Highest occupied orbital energy (alpha / beta) = -7.047 / -7.175 eV
LUMO level (alpha / beta) = -0.0088 / -0.0078 hartree

Structure (ORCA input):
```
! wB97M-V def2-TZVPD RIJCOSX def2/J DEFGRID3
* xyz 0 2
C -0.64417 1.93603 0.45735
C -3.93339 0.88382 -2.98924
F -5.00012 1.63864 -2.69288
C 2.80465 1.34002 0.02011
N 1.73985 -0.79979 -0.59431
S 1.18959 0.81227 -3.22107
C 2.29691 0.84117 6.35568
H -2.04937 0.33680 4.56934
S 2.03358 -1.00152 2.88503
H -1.12431 -2.35329 1.36926
H -3.32719 -3.55805 -0.80078
C 1.72292 1.95237 5.46531
H 1.52460 4.05093 -5.84342
C 0.53976 2.27953 -2.73064
H 3.34342 1.03271 6.60598
C 2.80560 -0.11058 -0.30085
C -1.72857 0.14266 3.55365
F -2.71278 -1.18107 -5.67795
H 1.62855 -5.01073 -1.39345
H 2.04066 1.52723 0.77288
S -0.81043 -4.75932 -1.57469
C 0.82162 -4.29691 -1.38156
H -2.93165 -1.82680 -0.91952
C -1.64886 -1.15760 3.07732
F -4.84853 0.40001 -5.10857
F -0.76252 -1.51935 -3.90278
S 0.66369 3.75682 -3.68719
F -3.07737 1.30546 -0.87819
C 3.34764 -2.44204 -0.75552
C -1.77744 -0.05815 -2.32081
N -0.92839 -0.35464 0.95073
C 2.03538 -2.12132 -0.85389
Co -0.25258 -0.33058 -1.06299
H 3.77201 1.66212 0.40196
C -1.32482 -3.13586 -1.37373
C -2.78000 -2.80475 -1.36837
H 2.27423 2.88486 5.56736
C 0.88967 -2.96236 -1.17462
N -0.24681 1.58376 -0.71796
H 1.52038 1.78945 3.30166
N 1.89130 1.37439 4.13884
H -1.88906 -2.00617 3.70219
C -2.77663 -0.54864 -4.49762
H 2.52670 -1.22982 5.71088
H 1.73104 0.72252 7.27729
C -1.23186 -1.35275 1.77393
H 3.81763 -3.39837 -0.91585
N -0.05955 2.58871 -1.58436
C -1.39369 1.18699 2.71397
S 4.23880 -1.04903 -0.32910
C -3.86679 0.25132 -4.21320
H 2.14887 2.53767 -5.14059
C -0.99886 0.90590 1.40674
H 2.55824 1.90530 -0.88054
H -0.77322 2.98707 0.69065
C -1.77283 -0.68611 -3.55608
H 0.66892 2.13831 5.69237
N 2.15510 -0.32302 5.48940
H -3.17877 -2.77603 -2.38314
H 0.50084 2.59444 -5.79229
H -1.45022 2.21717 3.04478
C 2.03111 0.02491 4.18333
C -2.90234 0.70846 -2.08264
C 1.26752 3.16114 -5.26867
N -0.32767 -2.30631 -1.20893
*
```

[3]
DFT (ωB97M-V with the def2-TZVPD basis set) results for C25H22F14O3P2S2TeZr as an isolated structure.

Energy above the lowest of the compared OMol25 structures with the same formula, charge and spin = 2.5 kcal/mol
M = 981.33 g/mol
⟨S²⟩ = 0.7553
HOMO-LUMO gap (alpha / beta) = 8.3 / 6.0 eV
Highest occupied orbital energy (alpha / beta) = -12.364 / -12.345 eV
LUMO level (alpha / beta) = -0.1489 / -0.2333 hartree

Structure (ORCA input):
```
! wB97M-V def2-TZVPD RIJCOSX def2/J DEFGRID3
* xyz 1 2
F 5.29234 4.35967 -4.21888
F 4.58285 -0.58289 4.77244
H -5.93108 0.98144 3.75689
C 2.83065 0.38394 3.52543
C -0.17406 -2.90129 -1.16996
C 5.44275 3.11006 -3.76542
H -2.02614 -4.33001 1.48318
P 0.70973 1.06780 -0.48972
P -2.79052 -0.95089 1.20656
F -0.72394 4.15391 -1.44440
H -4.55370 1.53501 2.79771
C -5.39207 0.84281 2.81860
H 1.99899 2.28707 4.06346
H -4.90852 -3.33366 1.83094
Te -2.09043 3.82741 -2.72292
F -1.47447 3.40401 1.25290
C -4.07012 -3.98769 2.06448
H -5.74847 -1.29324 2.81271
C 4.22515 1.32642 -2.52533
O -2.11872 2.06620 -2.20985
C 4.24572 2.64358 -2.97665
F 0.74014 -4.69506 -3.91332
H 0.83846 2.58290 1.92012
C -4.92777 -0.58481 2.74255
H 3.54194 -1.47413 2.72592
C 3.47387 0.16345 4.87114
H -3.01197 -3.58562 0.21091
H 3.22023 4.51844 -3.05104
C 2.95073 -0.58682 2.54257
C -0.35563 -4.27935 -3.26403
F 5.65893 2.31409 -4.82584
H 0.74700 0.21576 -3.26388
F 3.80740 1.32038 5.45725
C 0.06137 -1.68209 -0.53337
H 3.13530 -0.15155 -1.45417
F -3.89919 1.76591 0.19056
C -2.83138 -3.62646 1.28697
C 0.42388 -0.55253 -1.27787
Zr -2.04518 2.15867 -0.06711
H 2.42270 -1.18325 0.56908
S -1.65801 0.45845 1.99342
H -0.40486 -3.77833 -0.58167
C 2.31462 -0.41482 1.32444
C 1.54646 0.72179 1.08879
H -6.06190 1.07488 1.99266
C 1.44001 1.69545 2.08033
F -0.72597 -5.25251 -2.41868
S -2.64241 -0.81497 -0.85277
H 5.05128 0.66313 -2.74712
C 3.14486 0.87466 -1.79754
O -2.26170 -2.34089 1.70154
F 6.55528 3.07906 -3.01408
C 2.10575 3.03701 -1.96929
H 0.26272 -1.91979 -4.37694
H -3.87699 -3.96952 3.13690
O -4.33302 -0.86044 1.41812
C 2.08439 1.53007 3.29569
F 2.63300 -0.47952 5.70224
H -4.35314 -5.00547 1.79225
C 0.21234 -1.85184 -3.29771
F -3.06297 4.01453 -0.90898
H -4.19079 -0.82645 3.50924
C 3.19726 3.49667 -2.69944
F -1.33122 -4.13724 -4.17476
H 0.03057 -1.63782 0.54770
C 0.47865 -0.64775 -2.66802
F -0.69338 3.58260 -3.98134
C 2.06988 1.72804 -1.51674
C -0.10052 -2.98041 -2.54564
H 1.29307 3.71377 -1.76121
*
```

[4]
DFT (ωB97M-V with the def2-TZVPD basis set) results for C25H22FN5O5S3Sc as an isolated structure.

Energy above the lowest of the compared OMol25 structures with the same formula, charge and spin = 0.0 kcal/mol
M = 632.64 g/mol
HOMO-LUMO gap = 8.2 eV
Highest occupied orbital energy = -11.443 eV
LUMO level = -0.1174 hartree

Structure (ORCA input):
```
! wB97M-V def2-TZVPD RIJCOSX def2/J DEFGRID3
* xyz 1 1
C -0.55896 -4.60966 1.54270
H 4.46532 -7.99029 2.22179
S 3.34277 -2.94822 2.13359
O -0.82654 1.08028 3.62166
N 1.63554 -7.14902 3.07311
C 3.77954 -7.24393 1.82294
N 1.56474 -1.52874 0.49922
C -1.46592 -0.36234 -5.25163
C 0.13566 -3.92540 6.88408
H -1.11251 -4.46407 0.62528
C -0.69379 0.28882 2.72608
H 0.75168 -4.55054 7.51500
C 0.03033 -5.80004 1.80701
N 3.95835 -6.01489 2.65789
H -0.78699 -4.37743 6.54651
H -2.05629 -0.50227 -7.30467
C -0.12240 -1.53180 4.26878
N -1.90729 -0.34911 -1.59882
O -3.79284 -2.02833 -1.48242
H 4.90247 -5.64610 2.53828
C 0.82555 -2.99543 5.93073
H -5.23507 -1.04040 -4.46772
C -0.44549 -3.55429 2.46735
C 2.30479 -7.69776 1.89154
H -4.42329 -0.93082 -6.81285
O -0.55765 0.58973 1.45206
H 4.60543 -6.71754 4.53727
H 0.01245 -0.75635 5.01118
C -3.26761 -0.66491 -3.68469
H 1.34746 -5.14991 4.85229
H 2.27113 -8.78706 1.93951
C -3.72722 -0.79050 -5.99689
F -0.15651 -6.81977 0.94798
C 0.12067 -2.44534 7.12870
C 0.81386 -5.02209 3.92518
H 4.07774 -7.00838 0.80414
C -0.58632 -1.19367 3.02544
C -1.16852 -0.26898 -2.69696
N 0.23075 -2.77579 4.62598
C -0.80420 -2.21905 2.07886
C 0.84635 -6.00293 2.95052
C 2.29397 -2.14669 1.16592
S -3.52002 -0.69909 -1.93237
C 2.50881 -7.25235 4.22580
H 2.86186 -8.28307 4.26907
C -1.92873 -0.42493 -3.94931
H 3.51774 -5.31912 4.57407
H 1.96586 -7.06861 5.15061
H 3.35526 -5.22994 2.32388
Sc -0.31086 -0.50884 -0.12078
H -0.42114 -0.16907 -5.45480
H -0.81520 -1.92845 6.96853
O -4.33600 0.38632 -1.49897
C -4.19280 -0.85364 -4.68718
C -2.38519 -0.54821 -6.27568
C 3.70269 -6.28497 4.10940
H 1.90888 -2.96788 5.91142
O -1.21123 -2.01178 0.88346
H 0.73430 -2.03990 7.91928
H 1.78734 -7.39432 0.99266
S 0.51800 -0.05501 -2.55550
C 0.16632 -3.79811 3.69574
*
```

Look up the M of the fourth one. 632.64 g/mol

Among the records above, which one has the lowest M? C25H22FN5O5S3Sc

What is the M in the fourth record? 632.64 g/mol

Which of these has the highest energy above the lowest of the compared OMol25 structures with the same formula, charge and spin? C25H22Cl8FeN2OSSi